DFT (ωB97M-V/def2-TZVPD) results for a cluster of 2 separate species, C9H14S in total.

Each line ends with the Mulliken charge.
Geometry (Å):
S -0.79604 -1.03107 -2.82515  -0.225
C -1.98847 -2.58893 -0.71935  -0.762
C 2.79815 1.15747 2.15763  -0.180
C -0.88175 1.69507 0.04404  -0.995
C 2.23166 0.00361 1.43496  -0.665
C -1.66345 -2.68459 -2.21886  -0.444
C 0.39130 1.47034 0.74663  0.743
C 2.24156 2.50877 1.96087  -0.846
C 1.13007 0.31239 0.64893  0.057
C 0.89761 2.54645 1.42411  -0.214
H -2.72193 -2.62752 -2.62064  0.262
H 0.41644 3.62433 1.65505  0.144
H 0.81748 -0.40771 -0.11848  0.254
H -1.76438 -3.59741 -0.36505  0.296
H -1.54890 0.78311 0.20974  0.177
H -3.02786 -2.23829 -0.47772  0.284
H 2.61076 3.28850 2.55125  0.380
H -1.22779 -2.03765 -0.24522  0.096
H -1.12165 -3.52611 -2.68846  0.406
H -0.82851 1.79362 -1.08305  0.213
H 3.83354 0.98337 2.60429  0.285
H 2.70621 -0.91163 1.81692  0.326
H -1.46855 2.63540 0.32572  0.297
H -1.03550 -1.15153 -4.21821  0.111

Results
**Relative energy (zero: lowest compared OMol25 entry of this formula, charge and spin)**: 236.0 kJ/mol
**Energy**: -749.42306 a.u.
**Frontier orbital gap**: 9.46 eV
**Multiplicity**: 1
**F_max**: 5.409 eV/A
**Net charge**: 0
**SMILES**: Cc1ccccc1.CCS